{"formula": "C8H11NO2S", "method": "ωB97M-V with the def2-TZVPD basis set", "max_force_ev_per_a": 4.53, "e_lumo_ev": [0.79, -1.40], "relative_energy_kj_mol": 0.0, "spin_multiplicity": 3, "homo_energy_ev": [-6.17, -9.40], "symbols": ["S", "O", "O", "N", "C", "C", "C", "C", "C", "C", "C", "C", "H", "H", "H", "H", "H", "H", "H", "H", "H", "H", "H"], "xyz": [[2.3633, 1.0202, -0.4849], [1.3758, 2.3267, -0.1758], [3.1258, 0.5354, 0.6779], [1.5964, -1.3793, 1.2655], [-0.4673, 0.7821, 1.0451], [0.7822, -1.2048, 0.0794], [0.8331, -2.2132, -0.9786], [-1.6338, 1.5156, 1.0833], [-2.2659, 0.6189, -1.0441], [-2.4367, 1.5030, 0.0190], [-1.2327, -0.2772, -0.9955], [-0.2776, -0.2430, 0.0769], [-0.1229, -2.8151, -1.0287], [-1.7944, 2.0441, 2.0164], [0.2276, 0.9455, 1.8555], [1.7833, -2.7059, -0.8239], [1.7601, -0.4452, 1.6994], [-2.9986, 0.6570, -1.8246], [0.9820, -1.9410, -2.0411], [-1.3105, -1.0680, -1.7345], [0.5677, 1.9654, 0.2555], [-3.2916, 2.2558, -0.0534], [2.4347, -1.8769, 1.1115]]}